Computed, not measured: a cluster of 11 separate species, H22O11 in total, with the ωB97M-V functional and the def2-TZVPD basis.

Atoms and positions in Å:
1 O 0.83621 -0.00964 0.58290
2 H 0.25342 -0.02767 -0.23834
3 H 1.14096 0.88235 0.60196
4 O 2.82480 0.57332 1.24034
5 H 3.05018 1.48310 1.56282
6 H 3.63651 0.32064 0.79050
7 O -1.07002 -1.33039 -2.24407
8 H -0.57408 -1.11236 -1.50346
9 H -1.53070 -0.46366 -2.33620
10 O -3.63919 -0.52962 1.38227
11 H -4.25340 0.24744 1.17749
12 H -4.15274 -1.01143 2.03780
13 O 4.17792 1.75084 4.37263
14 H 3.20375 1.83991 4.33467
15 H 4.30232 2.09312 5.18589
16 O -2.41712 1.31517 -2.34609
17 H -2.93617 2.11203 -2.30606
18 H -2.79328 0.66595 -2.83125
19 O 0.24747 0.69698 -2.91500
20 H 0.66862 0.31272 -3.66858
21 H 0.66477 0.02960 -2.33018
22 O -0.54252 2.62401 -2.24114
23 H -0.37089 2.36457 -3.15697
24 H -0.95697 1.87516 -1.82402
25 O 1.20527 1.40294 4.43249
26 H 1.10713 2.20547 4.02385
27 H 0.82359 1.45557 5.32304
28 O -2.84253 -2.70519 -2.41808
29 H -2.44115 -3.04348 -1.62668
30 H -2.41282 -3.16400 -3.15129
31 O 1.56387 -4.39961 0.36826
32 H 2.37105 -4.21629 0.03032
33 H 0.85574 -4.23755 -0.30983

**Calculated total energy**: -22874.82287 eV
**Maximum force**: 0.1049 Eh/bohr
**Relative energy (zero: lowest compared OMol25 entry of this formula, charge and spin)**: 645.6 kJ/mol
**Kohn-Sham gap**: 9.695 eV
**HOMO level**: -0.3467 Ha
**Structure (SMILES)**: O.O.O.O.O.O.O.O.O.O.O